# 1
Molecular formula: C2H3F2NO
Method: DFT, the ωB97M-V functional and the def2-TZVPD basis

XYZ file:
```
9
Properties=species:S:1:pos:R:3:forces:R:3
C -0.730338 -0.911036 -0.549059 -0.673 -3.686 -3.764
C 0.413075 -0.192257 -0.267886 2.282 6.132 1.282
N 0.010577 1.125944 1.029297 -0.311 -4.499 -1.243
O 0.359177 -1.396524 0.258483 0.896 -0.965 0.791
F 1.142396 1.195270 1.824831 0.386 0.280 -0.326
F 0.037041 2.197683 0.249617 0.504 2.027 -0.967
H -1.633945 -0.798708 -0.074836 -1.874 0.574 1.248
H -0.785431 -1.567935 -1.506672 -0.031 1.609 1.427
H 1.187449 0.347561 -0.963776 -1.180 -1.471 1.553
```
Forces are in eV/Å.

The calculation puts the energy above the lowest of the compared OMol25 structures with the same formula, charge and spin at 694.4 kJ/mol. As for the total charge: 0. The spin multiplicity is 1.

Here are the Mulliken charges for atoms 1 to 4, given in e: -0.320 0.243 -0.011 -0.366

---

# 2
Molecular formula: C23H31BiN4O4P2S4
Method: DFT, the ωB97M-V functional and the def2-TZVPD basis

XYZ file:
```
69
Properties=species:S:1:pos:R:3:forces:R:3
Bi 2.162517 -1.031468 -1.586108 0.120 -0.091 0.030
C -2.282741 0.121422 -1.997130 0.106 0.023 0.182
P -0.688769 0.716006 -1.296422 -0.168 0.277 -0.332
C -1.229933 1.247534 0.399176 0.184 -0.076 0.253
N -2.485932 1.554800 0.597756 0.085 -0.048 -0.097
C -2.870017 1.916330 1.849074 -0.021 -0.013 0.009
C -4.218090 2.268385 2.095420 -0.005 -0.013 -0.020
C -4.606464 2.612564 3.356327 -0.006 0.025 0.050
C -3.675965 2.615988 4.425189 -0.026 -0.002 0.002
C -2.369306 2.290984 4.208933 0.055 -0.005 -0.023
C -1.940029 1.943968 2.905228 0.012 0.011 0.033
N -0.633862 1.640553 2.687553 0.123 0.012 -0.097
C -0.266711 1.294057 1.480884 -0.223 0.027 -0.281
P 1.518521 0.882305 1.137787 0.139 -0.106 0.386
C 2.340523 2.325757 1.918180 -0.104 -0.062 -0.048
C 1.866526 -0.511007 2.361614 -0.174 0.105 -0.032
C 3.262573 -1.055892 2.027777 -0.024 0.008 -0.050
C 1.842626 -0.083159 3.832353 0.024 -0.092 -0.048
C 0.809160 -1.596999 2.117909 0.040 0.015 0.024
C -0.471986 2.377366 -2.171533 -0.043 -0.043 0.213
C -1.782295 3.163119 -2.265104 0.058 -0.009 -0.033
C 0.572601 3.194738 -1.403664 -0.008 -0.037 0.019
C 0.064571 2.081626 -3.573332 0.014 0.024 -0.033
H -3.112053 0.732502 -1.649678 -0.059 0.012 -0.037
H -2.444734 -0.910442 -1.682953 -0.012 0.005 -0.005
H -2.231510 0.151344 -3.086425 0.027 -0.004 0.009
H -4.914418 2.254555 1.266991 0.025 -0.017 -0.004
H -5.636288 2.886902 3.547997 0.028 -0.020 0.005
H -4.010348 2.879330 5.420998 0.004 0.000 -0.039
H -1.635802 2.285265 5.005666 -0.027 0.020 -0.024
H 1.913912 2.538133 2.897106 0.017 0.024 0.018
H 2.229814 3.197745 1.273326 -0.002 -0.010 0.002
H 3.405288 2.110334 2.012799 0.000 0.006 0.008
H 3.995943 -0.258318 1.880078 0.000 -0.018 0.033
H 3.264995 -1.688161 1.137481 0.000 0.019 -0.017
H 3.614039 -1.675079 2.857130 -0.013 -0.020 -0.029
H 2.712206 0.529354 4.079625 -0.039 0.006 -0.005
H 1.884781 -0.983272 4.455487 0.037 0.059 -0.019
H 0.939992 0.467417 4.086719 -0.014 0.007 0.004
H 0.674388 -1.809083 1.050190 0.023 -0.007 0.029
H -0.160078 -1.304026 2.526694 0.003 -0.011 -0.013
H 1.114034 -2.531454 2.597594 -0.012 0.043 -0.010
H -2.297216 3.227883 -1.305958 0.023 0.014 0.004
H -2.465604 2.714375 -2.988720 0.005 0.007 0.036
H -1.564102 4.181284 -2.602154 -0.020 -0.040 -0.023
H 0.222543 3.452684 -0.399574 0.022 0.018 -0.043
H 0.769355 4.129379 -1.937821 -0.019 -0.042 0.018
H 1.521567 2.656167 -1.316128 -0.044 0.020 0.005
H -0.565846 1.374587 -4.118259 0.007 0.026 -0.007
H 1.078673 1.677033 -3.543130 -0.030 -0.020 0.009
H 0.093731 3.009944 -4.152488 0.007 -0.036 0.021
S 4.485488 0.061881 -1.345847 -0.030 -0.015 -0.007
S 5.311460 -0.182814 -3.233644 0.011 -0.021 0.023
S 3.792551 0.458548 -4.413134 -0.061 -0.010 0.016
S 2.413872 -1.063145 -4.133167 0.033 -0.025 0.044
O -0.061794 -6.837370 -0.702194 0.609 0.229 0.303
C -0.805955 -6.269080 -1.627584 -0.183 0.224 -0.194
O -1.794820 -6.793768 -2.077922 0.085 -0.008 0.048
C -0.415708 -4.906457 -2.115699 0.275 -0.061 0.203
C -1.180620 -4.239992 -3.041264 -0.162 0.089 -0.094
N -0.598895 -3.048362 -3.255366 -0.050 -0.001 -0.046
N 0.515905 -2.896299 -2.539249 -0.075 -0.221 0.019
C 0.652968 -4.011323 -1.837244 0.074 0.037 -0.002
C 1.870325 -4.119802 -0.954164 0.033 -0.288 0.113
O 2.012731 -5.115068 -0.251348 -0.303 -0.088 -0.123
O 2.715219 -3.149200 -1.001954 -0.129 0.281 -0.168
H 0.725877 -6.270212 -0.450226 -0.275 -0.140 -0.179
H -2.088188 -4.552846 -3.533157 0.076 0.025 0.018
H -0.865200 -2.330048 -3.907295 -0.027 0.020 -0.005
```
Forces are in eV/Å.

As for the total charge: 0. The spin multiplicity is 1.

Here are the Mulliken charges for atoms 1 to 4, given in e: 1.804 -1.696 1.011 0.097

---

Number 1: frontier orbital gap 10.6 eV. Number 2: frontier orbital gap 7.0 eV.